(1)
Molecular formula: C60H44N5O4P2S3Ti
Method: DFT, ωB97M-V/def2-TZVPD

```
! RIJCOSX wB97M-V def2-TZVPD def2/J DEFGRID3
* xyz 2 2
Ti -0.540 1.189 -0.630
C 5.011 1.014 4.944
C 4.132 1.797 3.963
C 4.451 3.296 4.102
C 2.660 1.583 4.267
C 2.150 1.622 5.561
C 0.800 1.453 5.819
C -0.094 1.214 4.789
C 0.385 1.158 3.487
P -0.645 0.712 2.030
C -0.754 -1.103 2.235
C -1.811 -1.766 1.605
C -1.991 -3.125 1.790
C -1.089 -3.838 2.566
C -0.003 -3.199 3.142
C 0.167 -1.833 2.984
C -2.214 1.344 2.748
C -3.124 0.573 3.467
C -4.260 1.169 3.991
C -4.492 2.521 3.802
C -3.578 3.296 3.101
C -2.438 2.715 2.581
C 1.739 1.379 3.246
O 2.051 1.363 1.917
C 3.379 1.252 1.611
C 3.600 0.959 0.272
C 4.900 0.826 -0.199
C 5.946 0.945 0.696
C 5.705 1.224 2.033
C 4.415 1.393 2.527
P 2.120 0.913 -0.817
C 2.636 2.416 -1.737
C 2.042 3.599 -1.293
C 2.343 4.805 -1.897
C 3.243 4.835 -2.953
C 3.859 3.668 -3.378
C 3.571 2.457 -2.768
C 2.598 -0.519 -1.842
C 2.390 -0.570 -3.218
C 2.843 -1.658 -3.942
C 3.473 -2.712 -3.300
C 3.620 -2.697 -1.923
C 3.179 -1.609 -1.192
H 4.813 1.325 5.964
H 6.061 1.208 4.754
H 4.836 -0.056 4.867
H 4.255 3.627 5.117
H 3.850 3.892 3.420
H 5.499 3.475 3.881
H 2.813 1.802 6.390
H 0.442 1.506 6.835
H -1.143 1.073 4.999
H -2.502 -1.216 0.971
H -2.830 -3.628 1.327
H -1.228 -4.898 2.713
H 0.708 -3.772 3.719
H 1.012 -1.343 3.444
H -2.944 -0.484 3.615
H -4.959 0.579 4.562
H -5.378 2.976 4.214
H -3.761 4.351 2.977
H -1.707 3.312 2.035
H 5.086 0.618 -1.242
H 6.961 0.824 0.348
H 6.551 1.318 2.694
H 1.341 3.552 -0.455
H 1.878 5.717 -1.558
H 3.472 5.771 -3.438
H 4.564 3.703 -4.195
H 4.054 1.550 -3.103
H 1.884 0.241 -3.726
H 2.712 -1.683 -5.013
H 3.851 -3.545 -3.871
H 4.082 -3.531 -1.418
H 3.298 -1.590 -0.115
O -6.064 1.119 -5.815
N -5.944 0.832 -4.654
O -6.814 0.406 -3.935
C -4.603 1.025 -4.083
C -3.586 1.121 -4.979
C -2.255 1.379 -4.563
C -1.217 1.599 -5.480
C 0.013 1.967 -4.983
C 0.200 2.016 -3.603
N -0.730 1.718 -2.703
C -1.974 1.445 -3.177
C -3.024 1.259 -2.230
N -2.673 1.265 -0.918
C -3.651 1.150 -0.027
C -4.997 1.059 -0.360
C -5.370 1.011 -1.685
C -4.369 1.095 -2.668
H -3.800 1.040 -6.036
H -1.409 1.513 -6.538
H 0.841 2.212 -5.631
H 1.156 2.335 -3.220
H -3.368 1.151 1.015
H -5.727 1.007 0.434
H -6.407 0.896 -1.961
O -1.466 4.086 -0.999
C -0.947 3.202 -0.485
S 0.564 -6.221 0.157
C -0.138 -4.868 -0.470
S 0.695 -3.321 -0.337
C -0.676 -2.583 -1.188
N -1.579 -3.435 -1.499
N -1.317 -4.691 -1.121
C -2.319 -5.653 -1.408
C -2.149 -7.013 -1.179
C -3.171 -7.893 -1.487
C -4.360 -7.433 -2.027
C -4.526 -6.077 -2.253
C -3.519 -5.185 -1.945
S -0.766 -0.972 -1.725
H -1.229 -7.390 -0.764
H -3.025 -8.944 -1.307
H -5.148 -8.127 -2.271
H -5.446 -5.710 -2.676
H -3.651 -4.130 -2.119
*
```

As for the HOMO energy (spin up / spin down): -11.628 / -11.666 eV. Its expectation value of S² is 0.796. For the LUMO energy (spin up / spin down), the calculation gives -0.2697 / -0.2547 Ha. The orbital gap (spin up / spin down) is 0.15762 / 0.17402 Eh.



(2)
Molecular formula: C37H35CaNO7Te
Method: DFT, ωB97M-V/def2-TZVPD

```
! RIJCOSX wB97M-V def2-TZVPD def2/J DEFGRID3
* xyz 0 1
Ca 0.677 0.301 0.123
O -0.964 -3.437 -1.333
C -0.245 -2.415 -0.629
O -0.740 -1.184 -0.884
C 1.214 -2.533 -1.152
C 1.737 -3.563 -1.936
C 3.043 -3.467 -2.375
C 3.818 -2.356 -2.047
C 3.218 -1.383 -1.270
N 1.971 -1.493 -0.840
C 3.809 -0.034 -0.918
O 5.144 0.062 -0.899
O 3.122 0.932 -0.686
H -1.847 -3.061 -1.417
H 1.100 -4.394 -2.200
H 3.460 -4.245 -3.002
H 4.823 -2.243 -2.432
H 5.526 -0.817 -0.991
O -1.128 0.930 1.404
C -0.945 1.113 2.818
C 0.482 0.546 3.188
O 0.696 0.314 4.363
O 1.294 0.416 2.212
C -2.064 0.347 3.543
C -3.088 -0.270 2.831
C -4.121 -0.939 3.479
C -4.145 -1.012 4.858
C -3.120 -0.418 5.580
C -2.093 0.249 4.937
C -0.947 2.614 3.125
C -0.648 3.077 4.407
C -0.654 4.432 4.682
C -0.951 5.355 3.688
C -1.232 4.907 2.411
C -1.225 3.545 2.132
H -2.038 1.121 1.155
H -3.092 -0.299 1.749
H -4.895 -1.412 2.890
H -4.944 -1.534 5.369
H -3.108 -0.480 6.661
H -1.288 0.664 5.518
H -0.374 2.382 5.184
H -0.414 4.770 5.682
H -0.953 6.414 3.909
H -1.454 5.610 1.618
H -1.431 3.214 1.123
C -0.803 -5.093 1.467
C 0.282 -4.024 1.390
C 0.965 -3.842 2.739
C -0.281 -2.684 0.890
H -0.403 -6.049 1.808
H -1.280 -5.245 0.499
H -1.579 -4.787 2.175
H 1.037 -4.369 0.672
H 0.262 -3.448 3.478
H 1.791 -3.130 2.682
H 1.355 -4.785 3.126
H 0.256 -1.876 1.407
H -1.328 -2.572 1.186
Te -0.922 1.308 -2.385
C -0.551 3.110 -3.391
C 0.576 3.875 -3.100
C 0.816 5.057 -3.786
C -0.071 5.488 -4.760
C -1.201 4.738 -5.046
C -1.440 3.554 -4.364
C 0.248 0.116 -3.681
C -0.329 -0.964 -4.331
C 0.451 -1.780 -5.138
C 1.803 -1.519 -5.299
C 2.379 -0.443 -4.640
C 1.606 0.371 -3.823
H 1.268 3.559 -2.328
H 1.695 5.644 -3.551
H 0.116 6.411 -5.291
H -1.898 5.074 -5.802
H -2.324 2.974 -4.599
H -1.380 -1.184 -4.196
H -0.007 -2.623 -5.642
H 2.406 -2.154 -5.935
H 3.436 -0.233 -4.757
H 2.067 1.200 -3.301
*
```

As for the HOMO energy: -8.622 eV. Its energy relative to the best compared isomer or geometry (same formula, charge and spin) is 0.835 eV. For the LUMO energy, the calculation gives -0.0172 Ha. The orbital gap is 0.29964 Eh.



(3)
Molecular formula: C4H8FN2
Method: DFT, ωB97M-V/def2-TZVPD

```
! RIJCOSX wB97M-V def2-TZVPD def2/J DEFGRID3
* xyz 1 1
C -0.324 2.088 1.286
C -0.314 -1.296 -2.004
C 1.080 -1.649 -1.757
C 0.228 -1.139 -0.705
N -1.400 1.335 1.279
N 0.686 1.855 2.051
F -0.038 -1.006 0.562
H -0.620 -0.306 -2.432
H -1.157 -2.041 -2.217
H 1.668 -2.645 -1.585
H 1.866 -0.930 -1.925
H -2.042 1.434 0.500
H -1.600 0.613 1.940
H 1.399 2.480 2.137
H 0.568 1.208 2.871
*
```

As for the HOMO energy (spin up / spin down): -10.922 / -11.693 eV. Its energy relative to the best compared isomer or geometry (same formula, charge and spin) is 6.636 eV. For the LUMO energy (spin up / spin down), the calculation gives -0.2632 / -0.2388 Ha. The orbital gap (spin up / spin down) is 0.13824 / 0.19091 Eh.



(4)
Molecular formula: C12H13BrN5OPtS2Te
Method: DFT, ωB97M-V/def2-TZVPD

```
! RIJCOSX wB97M-V def2-TZVPD def2/J DEFGRID3
* xyz 1 1
Pt -0.385 0.643 0.210
O -3.253 0.618 -5.273
C -2.583 0.528 -4.124
C -1.214 0.778 -4.001
C -0.643 0.671 -2.760
N -1.331 0.321 -1.655
C -2.635 0.071 -1.799
Br -3.591 -0.464 -0.269
C -3.310 0.157 -2.993
H -2.674 0.878 -6.000
H -0.611 1.062 -4.852
H 0.407 0.882 -2.612
H -4.367 -0.048 -3.063
C -0.941 -4.346 1.996
C -0.272 -3.118 2.479
N 0.115 -2.879 3.694
N 0.643 -1.620 3.652
C 0.581 -1.065 2.450
S 1.101 0.474 1.922
N 0.013 -2.023 1.688
N -0.228 -1.807 0.329
H -1.068 -5.025 2.834
H -0.346 -4.840 1.227
H -1.926 -4.118 1.583
H 0.998 -1.189 4.490
H 0.573 -2.099 -0.225
H -1.062 -2.308 0.043
Te -1.154 3.016 0.597
C 0.432 4.021 -0.343
C 0.682 5.355 -0.326
C 1.843 5.714 -1.087
C 2.446 4.643 -1.653
S 1.609 3.191 -1.277
H 0.069 6.068 0.207
H 2.208 6.726 -1.188
H 3.338 4.625 -2.258
*
```

As for the HOMO energy: -9.584 eV. Its energy relative to the best compared isomer or geometry (same formula, charge and spin) is 0.197 eV. For the LUMO energy, the calculation gives -0.1339 Ha. The orbital gap is 0.21830 Eh.



(5)
Molecular formula: C18H12N4O5Sn
Method: DFT, ωB97M-V/def2-TZVPD

```
! RIJCOSX wB97M-V def2-TZVPD def2/J DEFGRID3
* xyz 0 1
Sn 1.317 0.826 1.749
O 0.044 -5.235 0.471
C 0.271 -3.938 0.754
C -0.646 -3.154 1.451
C -0.328 -1.836 1.685
N 0.826 -1.318 1.274
C 1.720 -2.064 0.620
C 1.478 -3.384 0.325
C 3.017 -1.340 0.264
O 3.855 -1.924 -0.392
O 3.067 -0.141 0.730
C -1.259 -0.864 2.408
O -2.334 -1.278 2.796
O -0.770 0.319 2.499
H -0.805 -5.509 0.836
H -1.596 -3.531 1.808
H 2.216 -3.964 -0.210
C -4.151 -0.620 -0.424
C -3.015 -1.307 -0.824
C -1.777 -0.684 -0.783
C -1.703 0.638 -0.375
C -2.831 1.342 0.013
C -4.058 0.699 -0.002
N -0.404 1.238 -0.351
N -0.326 2.294 -0.985
C 0.998 2.844 -1.037
C 1.199 3.934 -1.863
C 2.496 4.409 -1.991
C 3.516 3.776 -1.300
C 3.205 2.698 -0.481
N 1.962 2.251 -0.355
H -5.112 -1.118 -0.428
H -3.089 -2.335 -1.154
H -0.876 -1.205 -1.081
H -2.735 2.364 0.352
H -4.943 1.227 0.325
H 0.360 4.368 -2.389
H 2.707 5.256 -2.630
H 4.542 4.106 -1.387
H 3.960 2.160 0.079
*
```

As for the HOMO energy: -8.819 eV. For the LUMO energy, the calculation gives -0.0461 Ha. The orbital gap is 0.27797 Eh.



(6)
Molecular formula: C7H10
Method: DFT, ωB97M-V/def2-TZVPD

```
! RIJCOSX wB97M-V def2-TZVPD def2/J DEFGRID3
* xyz 0 1
C 0.877 -0.419 -2.624
C 0.456 -0.241 -1.507
C 0.036 0.304 -0.225
C 0.329 -0.417 1.098
C -0.146 -1.869 1.253
C -1.156 1.241 -0.212
C 0.220 1.814 -0.290
H 1.232 -0.580 -3.618
H -0.161 0.176 1.881
H 1.403 -0.377 1.312
H -1.201 -2.006 0.991
H -0.034 -2.174 2.303
H 0.447 -2.566 0.651
H -1.806 1.300 -1.078
H -1.659 1.331 0.746
H 0.680 2.311 0.556
H 0.518 2.203 -1.260
*
```

As for the HOMO energy: -9.189 eV. Its SMILES is C#CC1(CC)CC1. Its energy relative to the best compared isomer or geometry (same formula, charge and spin) is 2.638 eV. For the LUMO energy, the calculation gives 0.0413 Ha. The orbital gap is 0.37901 Eh.



(7)
Molecular formula: C45H44BClN11O3Rb
Method: DFT, ωB97M-V/def2-TZVPD

```
! RIJCOSX wB97M-V def2-TZVPD def2/J DEFGRID3
* xyz 0 1
Rb -1.319 0.381 0.389
C 2.589 1.687 -3.873
O 1.765 1.749 -2.622
C 2.688 2.245 -1.620
N 3.827 2.632 -2.082
C 3.930 2.266 -3.494
C 5.070 1.325 -3.885
C 5.601 1.307 -5.185
C 6.799 0.668 -5.396
C 7.249 -0.271 -4.448
C 6.614 -0.385 -3.200
C 5.527 0.387 -2.967
C 2.175 2.484 -0.258
C 2.127 3.691 0.420
C 1.720 3.697 1.721
C 1.671 2.470 2.437
C 1.752 1.306 1.666
N 1.824 1.298 0.329
C 1.831 0.014 2.348
N 1.673 -1.186 1.901
C 2.228 -2.111 2.946
C 2.540 -1.175 4.125
O 2.271 0.172 3.616
C 3.436 -2.906 2.552
C 4.099 -2.746 1.355
C 5.283 -3.403 1.118
C 5.924 -4.063 2.117
C 5.159 -4.416 3.246
C 3.913 -3.867 3.472
H 1.984 2.228 -4.572
H 2.575 0.643 -4.216
H 4.185 3.155 -4.099
H 5.167 1.826 -6.072
H 7.306 0.871 -6.302
H 8.214 -0.781 -4.619
H 7.087 -1.003 -2.467
H 4.951 0.252 -2.006
H 2.523 4.599 -0.056
H 1.515 4.660 2.202
H 1.595 2.249 3.523
H 1.529 -2.901 3.228
H 3.588 -1.291 4.378
H 1.930 -1.402 5.056
H 3.721 -2.046 0.574
H 5.698 -3.429 0.104
H 6.924 -4.449 2.009
H 5.489 -5.168 3.939
H 3.334 -3.979 4.369
C -6.543 -0.091 0.246
C -5.270 -0.722 0.136
N -4.440 -0.244 1.123
N -5.123 0.815 1.737
C -6.328 0.993 1.138
B -4.635 1.710 2.910
N -3.460 1.110 3.723
C -3.284 1.123 5.083
C -2.019 0.618 5.341
C -1.420 0.360 4.063
N -2.285 0.672 3.110
N -4.148 3.107 2.311
C -4.465 4.349 2.617
C -3.851 5.207 1.641
C -3.026 4.309 0.907
N -3.210 3.092 1.293
H -7.436 -0.442 -0.220
H -4.926 -1.412 -0.595
H -6.954 1.799 1.468
H -5.417 2.004 3.791
H -4.111 1.358 5.764
H -1.523 0.593 6.282
H -0.505 -0.227 3.866
H -5.111 4.657 3.458
H -3.888 6.282 1.525
H -2.269 4.556 0.146
O -2.293 -2.107 1.623
C -2.646 -3.341 0.985
C -1.508 -4.341 1.173
C -0.270 -3.957 0.361
C -0.653 -3.596 -1.033
C -1.408 -4.435 -1.877
C -1.402 -4.159 -3.256
C -0.795 -3.012 -3.740
C -0.204 -2.202 -2.780
N -0.267 -2.407 -1.454
H -3.099 -1.555 1.705
H -2.869 -3.222 -0.061
H -3.533 -3.833 1.500
H -1.926 -5.300 0.873
H -1.317 -4.429 2.254
H 0.462 -4.806 0.380
H 0.188 -3.062 0.893
H -1.907 -5.305 -1.528
H -1.966 -4.854 -3.888
H -0.728 -2.740 -4.774
H 0.240 -1.234 -3.114
Cl -6.723 1.702 -4.364
C -5.142 2.209 -3.971
C -4.722 3.572 -4.301
C -3.529 3.964 -3.710
C -2.826 3.143 -2.819
N -3.253 1.899 -2.504
C -4.465 1.489 -3.007
H -5.322 4.126 -4.994
H -3.033 4.891 -4.034
H -1.824 3.486 -2.440
H -4.894 0.558 -2.663
*
```

As for the HOMO energy: -7.791 eV. For the LUMO energy, the calculation gives -0.0070 Ha. The orbital gap is 0.27932 Eh.



(8)
Molecular formula: C2H5N2
Method: DFT, ωB97M-V/def2-TZVPD

```
! RIJCOSX wB97M-V def2-TZVPD def2/J DEFGRID3
* xyz 1 3
C 2.516 -0.134 0.069
C -1.008 -0.075 0.087
N 1.395 0.122 0.060
N 0.271 0.618 -0.141
H 3.558 -0.484 -0.134
H -1.711 -0.126 -0.830
H -0.947 -1.144 0.605
H -1.434 0.697 0.724
H 0.163 1.607 -0.202
*
```

As for the HOMO energy (spin up / spin down): -11.337 / -18.368 eV. Its expectation value of S² is 2.016. Its energy relative to the best compared isomer or geometry (same formula, charge and spin) is 2.232 eV. For the LUMO energy (spin up / spin down), the calculation gives -0.1343 / -0.3139 Ha. The orbital gap (spin up / spin down) is 0.28236 / 0.36114 Eh.



(9)
Molecular formula: C28H19F5LiN2O
Method: DFT, ωB97M-V/def2-TZVPD

```
! RIJCOSX wB97M-V def2-TZVPD def2/J DEFGRID3
* xyz -1 1
C 4.139 3.358 1.406
N 4.139 1.973 0.951
C 5.105 1.422 0.128
C 4.781 0.125 -0.091
N 3.614 -0.151 0.610
C 3.040 -1.467 0.656
C 2.593 -2.053 -0.526
F 2.774 -1.409 -1.694
C 1.877 -3.239 -0.484
F 1.342 -3.730 -1.612
C 1.599 -3.844 0.734
F 0.754 -4.887 0.785
C 2.060 -3.275 1.914
F 1.640 -3.756 3.096
C 2.793 -2.099 1.875
F 3.162 -1.504 3.028
C 3.196 1.019 1.239
C 2.030 1.234 2.084
C 1.013 0.222 2.125
C 0.186 0.047 3.185
C -0.687 -1.083 3.326
C -1.158 -1.439 4.597
C -1.884 -2.589 4.786
C -2.163 -3.418 3.715
C -1.718 -3.083 2.448
C -0.998 -1.930 2.248
O 1.926 2.253 2.785
H 3.244 3.569 1.986
H 5.008 3.543 2.030
H 4.166 4.025 0.550
H 5.976 1.937 -0.242
H 5.310 -0.596 -0.696
H 1.023 -0.514 1.343
H 0.309 0.713 4.022
H -0.884 -0.827 5.440
H -2.220 -2.853 5.776
H -2.725 -4.325 3.870
H -1.912 -3.747 1.621
H -0.655 -1.690 1.256
C -3.699 3.642 3.605
Li -1.629 4.066 3.284
C -3.311 2.214 3.365
C -2.412 2.052 2.348
C -2.108 3.423 1.791
C -2.965 4.377 2.501
C -2.582 5.750 2.588
C -1.372 6.154 1.971
C -0.542 5.224 1.310
C -0.864 3.852 1.229
H -4.785 3.800 3.546
H -3.804 1.383 3.870
H -1.982 1.107 1.999
H -3.140 6.436 3.233
H -1.120 7.214 1.942
H 0.358 5.587 0.815
H -0.130 3.123 0.867
*
```

As for the HOMO energy: -1.455 eV. For the LUMO energy, the calculation gives 0.0889 Ha. The orbital gap is 0.14235 Eh.



no.,strongest force on any atom (eV/A)
1,4.77
2,0.45
3,5.06
4,2.05
5,0.13
6,0.52
7,4.18
8,10.83
9,8.08